1.
Computed, not measured: the molecule C3H6N2, with ωB97M-V/def2-TZVPD.

Structure (ORCA input):
```
! wB97M-V def2-TZVPD RIJCOSX def2/J DEFGRID3
* xyz 0 1
H -1.169 0.698 1.554
N -0.700 -0.201 1.667
C 0.065 -0.938 0.934
N 0.347 -0.808 -0.406
C 0.804 0.623 -0.461
C -0.416 0.094 -1.097
H 0.219 -1.878 1.382
H 1.603 1.002 -1.318
H 0.847 1.034 0.497
H -1.392 0.494 -0.585
H -0.207 -0.121 -2.166
*
```

As for the energy above the lowest of the compared OMol25 structures with the same formula, charge and spin: 87.3 kcal/mol. The calculation puts the HOMO-LUMO gap at 10.60 eV. For the energy, the calculation gives -227.28569 hartree. As for the SMILES: [H]/N=C\N1CC1.

Löwdin atomic charge list, values in e, 8 entries: H 0.050; N 0.090; C -0.295; N -0.092; C -0.122; C -0.213; H 0.096; H 0.155

***

2.
Computed, not measured: a cluster of 2 separate species, C15H18O in total, with ωB97M-V/def2-TZVPD.

Structure (ORCA input):
```
! wB97M-V def2-TZVPD RIJCOSX def2/J DEFGRID3
* xyz 0 1
C -0.989 -3.449 2.057
C -1.689 -2.074 2.087
C -1.995 -1.508 0.717
C -0.953 -0.988 -0.058
C -1.140 -0.455 -1.302
C -2.436 -0.432 -1.810
O -2.581 0.017 -3.086
C -3.492 -0.923 -1.064
C -3.283 -1.467 0.193
H 0.048 -3.384 2.375
H -0.931 -3.773 1.025
H -1.520 -4.166 2.668
H -2.611 -2.125 2.674
H -1.106 -1.283 2.582
H -0.044 -0.941 0.512
H -0.341 -0.008 -1.873
H -3.489 0.052 -3.403
H -4.484 -0.952 -1.511
H -4.149 -1.812 0.752
C 2.304 3.953 -1.214
C 2.377 2.630 -0.496
C 2.069 1.458 -1.222
C 2.232 0.208 -0.674
C 2.794 0.142 0.621
C 2.959 1.266 1.394
C 2.816 2.537 0.809
H 2.579 4.742 -0.542
H 1.334 4.092 -1.696
H 2.950 3.994 -2.097
H 1.586 1.634 -2.174
H 1.977 -0.749 -1.096
H 2.953 -0.843 1.048
H 3.163 1.187 2.450
H 3.094 3.419 1.353
*
```

As for the energy above the lowest of the compared OMol25 structures with the same formula, charge and spin: 12.9 kcal/mol. The calculation puts the HOMO-LUMO gap at 9.10 eV. For the energy, the calculation gives -657.59659 hartree. As for the SMILES: CCc1ccc(O)cc1.Cc1ccccc1.

Löwdin atomic charge list, values in e, 8 entries: C -0.085; C -0.209; C -0.253; C -0.040; C -0.003; C -0.326; O 0.047; C -0.033

***

3.
Computed, not measured: a structure of composition C62H63ClF7N7O9STl, with ωB97M-V/def2-TZVPD.

Structure (ORCA input):
```
! wB97M-V def2-TZVPD RIJCOSX def2/J DEFGRID3
* xyz 1 1
Tl -3.855 -4.966 1.347
Cl -0.478 -0.765 0.047
O -0.371 0.349 -0.808
O -0.204 -0.398 1.451
O -1.838 -1.341 0.064
O 0.323 -1.959 -0.274
C -0.136 -5.607 -2.548
F 0.688 -4.642 -2.734
F -0.059 -6.582 -3.488
F 0.377 -6.177 -1.447
S -1.918 -4.904 -2.418
O -2.242 -4.556 -1.055
O -1.969 -3.770 -3.350
O -2.736 -6.011 -2.934
N -1.055 -5.787 1.937
C -0.741 -6.987 2.568
C 0.572 -7.292 2.927
C 1.563 -6.479 2.433
C 1.336 -5.413 1.525
C -0.005 -5.044 1.383
H -1.535 -7.650 2.880
H 0.941 -8.151 3.468
H 2.578 -6.809 2.598
H 2.184 -4.849 1.164
H -0.300 -4.199 0.779
N -4.862 -2.484 -0.012
C -5.485 -2.497 -1.222
C -6.187 -1.476 -1.883
C -6.179 -0.255 -1.166
C -5.546 -0.122 0.072
C -4.992 -1.283 0.609
H -5.503 -3.383 -1.839
H -6.536 -1.654 -2.890
H -6.451 0.698 -1.594
H -5.479 0.791 0.646
H -4.519 -1.212 1.577
N 5.666 1.744 1.235
C 5.299 0.581 0.629
C 3.948 0.339 0.387
C 3.030 1.263 0.794
C 3.470 2.472 1.378
C 4.814 2.738 1.550
H 6.164 -0.048 0.479
H 3.602 -0.616 0.021
H 1.980 1.076 0.624
H 2.671 3.022 1.853
H 5.211 3.616 2.039
N -4.954 2.418 3.559
C -3.813 1.903 4.030
C -2.637 1.624 3.271
C -2.605 2.014 1.929
C -3.786 2.430 1.337
C -4.908 2.749 2.244
H -3.866 1.526 5.040
H -1.750 1.235 3.749
H -1.689 1.947 1.361
H -3.787 2.477 0.258
H -5.842 3.061 1.800
N 3.735 -4.533 -3.811
C 4.412 -3.561 -4.533
C 4.661 -2.300 -4.006
C 4.364 -2.120 -2.699
C 3.726 -3.094 -1.910
C 3.413 -4.280 -2.525
H 4.446 -3.900 -5.558
H 5.169 -1.504 -4.529
H 4.598 -1.155 -2.274
H 3.586 -3.051 -0.840
H 3.181 -5.079 -1.838
N -0.957 -2.307 -5.692
C 0.020 -1.852 -4.754
C 1.232 -1.187 -5.070
C 1.518 -1.055 -6.403
C 0.671 -1.621 -7.410
C -0.517 -2.282 -6.973
H -0.250 -1.927 -3.711
H 1.857 -0.862 -4.251
H 2.497 -0.710 -6.699
H 0.981 -1.656 -8.444
H -1.087 -2.645 -7.815
N -3.467 -1.157 -4.551
C -4.334 -0.337 -5.151
C -4.773 0.980 -4.748
C -4.143 1.568 -3.640
C -3.249 0.747 -2.974
C -2.993 -0.592 -3.459
H -4.773 -0.730 -6.057
H -5.421 1.603 -5.346
H -4.332 2.557 -3.249
H -2.687 1.105 -2.124
H -2.292 -1.082 -2.800
C -2.187 4.358 -2.629
O -2.979 4.701 -3.807
H -1.710 5.243 -2.208
H -2.848 3.794 -1.971
H -1.320 3.737 -2.850
H -2.480 5.401 -4.235
C -1.342 -2.887 3.891
O -2.159 -2.636 2.719
H -1.696 -3.871 4.196
H -0.300 -3.009 3.596
H -1.597 -2.235 4.727
H -1.677 -2.031 2.151
F 1.158 5.974 5.580
C 1.481 4.744 6.018
C 1.555 4.407 7.406
C 1.731 3.081 7.757
C 2.126 2.096 6.828
C 2.003 2.450 5.495
C 1.716 3.765 5.096
H 1.141 5.078 8.145
H 1.578 2.884 8.808
H 2.377 1.078 7.087
H 2.066 1.636 4.787
H 1.429 4.025 4.088
F 2.822 -4.063 4.622
C 3.428 -3.082 5.370
C 3.642 -1.787 4.862
C 4.365 -0.778 5.596
C 4.793 -1.150 6.835
C 4.471 -2.411 7.415
C 3.888 -3.432 6.604
H 3.366 -1.723 3.820
H 4.591 0.152 5.095
H 5.359 -0.394 7.360
H 4.750 -2.624 8.437
H 3.745 -4.436 6.978
F -0.806 1.703 -5.111
C 0.480 2.163 -4.951
C 1.217 2.738 -6.003
C 2.513 3.277 -5.746
C 2.991 3.095 -4.471
C 2.277 2.400 -3.444
C 1.006 2.009 -3.731
H 0.890 2.732 -7.032
H 3.070 3.762 -6.534
H 3.968 3.503 -4.256
H 2.622 2.155 -2.450
H 0.354 1.494 -3.040
F -0.805 4.397 0.222
C -0.905 5.678 0.707
C 0.095 6.312 1.339
C -0.013 7.706 1.631
C -1.152 8.418 1.221
C -2.227 7.768 0.631
C -2.053 6.376 0.371
H 0.962 5.716 1.585
H 0.840 8.266 1.986
H -1.027 9.464 1.461
H -3.132 8.340 0.487
H -2.840 5.789 -0.080
*
```

The calculation puts the HOMO-LUMO gap at 1.43 eV. For the energy, the calculation gives -5189.76317 hartree.

Löwdin atomic charge list, values in e, 8 entries: Tl 0.942; Cl 0.669; O -0.325; O -0.339; O -0.347; O -0.333; C -0.633; F 0.157

***

4.
Computed, not measured: a cluster of 2 separate species, CH3Cl2NO in total, with ωB97M-V/def2-TZVPD.

Structure (ORCA input):
```
! wB97M-V def2-TZVPD RIJCOSX def2/J DEFGRID3
* xyz 0 1
O -2.068 -0.220 1.726
C -1.838 -0.258 0.578
Cl -1.238 0.967 -0.396
Cl -2.398 -1.593 -0.414
N 1.974 0.234 -0.268
H 2.701 0.182 -0.969
H 1.195 -0.332 -0.429
H 1.672 1.020 0.172
*
```

As for the energy above the lowest of the compared OMol25 structures with the same formula, charge and spin: 21.9 kcal/mol. The calculation puts the HOMO-LUMO gap at 9.88 eV. For the energy, the calculation gives -1090.26772 hartree. As for the SMILES: O=C(Cl)Cl.N.

What are the Löwdin partial charges on each atom? They are as follows, in elementary charge units: O 0.017; C -1.332; Cl 0.735; Cl 0.624; N 0.039; H 0.024; H -0.053; H -0.054

***

5.
Computed, not measured: a cluster of 5 separate species, C15H24F18N5O12S6 in total, with ωB97M-V/def2-TZVPD.

Structure (ORCA input):
```
! wB97M-V def2-TZVPD RIJCOSX def2/J DEFGRID3
* xyz 0 2
N -1.233 -1.203 1.246
H -1.952 -0.726 0.722
H -0.928 -0.751 2.096
H -0.455 -1.196 0.601
H -1.453 -2.187 1.312
C 4.063 -1.140 -0.607
C 3.680 -0.242 -1.796
C 2.412 0.632 -1.433
N 1.902 1.578 -2.574
C 0.709 2.331 -1.878
C 0.195 3.655 -2.638
C 1.376 4.498 -3.004
C 2.517 3.829 -3.810
C 3.038 2.578 -3.010
C 1.379 0.753 -3.755
H 3.245 -1.854 -0.514
H 4.161 -0.558 0.309
H 5.007 -1.676 -0.706
H 3.511 -0.873 -2.669
H 4.512 0.426 -2.018
H 2.545 1.207 -0.516
H 1.583 -0.014 -1.143
H 1.092 2.608 -0.895
H -0.180 1.714 -1.745
H -0.513 4.093 -1.934
H -0.424 3.472 -3.516
H 1.728 5.040 -2.126
H 1.010 5.290 -3.657
H 3.406 4.441 -3.966
H 2.061 3.478 -4.736
H 3.477 2.797 -2.037
H 3.862 2.059 -3.500
H 1.078 1.272 -4.666
H 0.573 0.122 -3.383
H 2.209 0.157 -4.134
C -2.051 -1.903 -2.401
F -2.638 -2.392 -3.469
F -2.250 -2.603 -1.283
F -0.715 -1.787 -2.683
S -2.962 -0.230 -2.149
O -2.636 0.682 -3.170
O -4.335 -0.645 -2.151
N -2.400 0.195 -0.556
S -2.959 1.629 -0.417
O -2.227 2.649 -1.101
O -4.371 1.781 -0.692
C -2.799 1.971 1.456
F -3.357 1.021 2.273
F -1.485 2.259 1.757
F -3.452 3.027 1.795
C 1.045 -3.747 0.566
F 0.871 -2.719 -0.311
F 2.102 -4.397 0.163
F 1.256 -3.161 1.734
S -0.526 -4.831 0.585
O -0.876 -5.161 -0.777
O -0.238 -5.971 1.480
N -1.642 -3.727 1.258
S -2.748 -4.785 1.769
O -3.138 -5.824 0.828
O -2.507 -5.273 3.170
C -4.299 -3.664 1.939
F -4.194 -2.720 2.875
F -4.525 -2.913 0.788
F -5.273 -4.469 2.287
C -1.815 0.361 5.409
F -2.013 0.998 6.539
F -2.326 -0.817 5.515
F -2.527 1.062 4.478
S 0.037 0.315 4.958
O 0.572 1.582 5.382
O 0.745 -0.793 5.643
N 0.105 0.051 3.247
S 1.485 0.191 2.797
O 2.528 -0.391 3.647
O 1.570 -0.268 1.413
C 1.875 2.170 2.845
F 2.509 2.407 1.728
F 0.805 2.903 2.939
F 2.584 2.330 3.976
*
```

As for the energy above the lowest of the compared OMol25 structures with the same formula, charge and spin: 10.3 kcal/mol. The calculation puts the HOMO-LUMO gap (spin up / spin down) at 8.49 / 2.41 eV. For the energy, the calculation gives -5948.93781 hartree.

Löwdin atomic charge list, values in e, 8 entries: N 0.257; H 0.022; H 0.044; H 0.079; H -0.003; C -0.079; C -0.195; C -0.114

***

6.
Computed, not measured: a cluster of 2 separate species, C9H26BN4O in total, with ωB97M-V/def2-TZVPD.

Structure (ORCA input):
```
! wB97M-V def2-TZVPD RIJCOSX def2/J DEFGRID3
* xyz -1 1
C 0.030 2.962 -1.146
B 1.036 1.853 -0.555
C 2.581 2.265 -0.472
C 2.755 2.968 0.939
C 3.112 1.952 2.056
N 2.242 2.179 3.239
C 0.493 0.439 -0.037
C 0.896 -0.787 -0.928
N 0.320 -0.690 -2.270
N 2.336 -1.061 -0.955
N 0.268 -1.983 -0.311
H -1.017 2.656 -1.046
H 0.274 3.213 -2.187
H 0.163 3.898 -0.573
H 3.282 1.421 -0.471
H 2.881 2.989 -1.242
H 3.605 3.650 0.834
H 1.844 3.518 1.190
H 4.136 2.126 2.408
H 3.049 0.914 1.702
H 1.438 1.574 3.161
H 2.765 1.948 4.069
H 0.860 0.270 0.990
H -0.604 0.483 -0.068
H 0.008 -1.628 -2.486
H 1.077 -0.458 -2.899
H 2.720 -0.983 -0.027
H 2.819 -0.473 -1.615
H 0.315 -1.813 0.685
H -0.725 -1.863 -0.529
C -3.445 -2.861 -1.231
C -3.588 -2.775 0.304
C -5.081 -2.958 0.665
O -3.174 -1.554 0.706
H -4.015 -2.082 -1.744
H -2.397 -2.766 -1.530
H -3.805 -3.834 -1.609
H -3.067 -3.681 0.710
H -5.700 -2.177 0.213
H -5.225 -2.923 1.747
H -5.463 -3.931 0.311
*
```

As for the energy above the lowest of the compared OMol25 structures with the same formula, charge and spin: 7.8 kcal/mol. The calculation puts the HOMO-LUMO gap at 5.17 eV. For the energy, the calculation gives -677.60555 hartree.

Löwdin atomic charge list, values in e, 8 entries: C -0.032; B -0.316; C -0.140; C -0.187; C -0.274; N -0.011; C -0.061; C -0.673